This record from the Open Molecules 2025 dataset describes a molecular structure, C24H28N8O4 in a non-equilibrium geometry. The level of theory is ωB97M-V with the def2-TZVPD basis set.

CARTESIAN COORDINATES (ANGSTROEM)
C 0.25934 3.66931 0.14723
C -0.25227 4.34663 1.35228
N -0.68153 4.90057 2.26995
H -0.09839 4.15439 -0.76097
H 0.04227 2.60116 0.14246
H 1.34771 3.72372 0.17160
C 3.63016 1.00083 1.89957
C 2.77009 1.94102 1.22604
N 2.06638 2.73918 0.73971
H 4.47363 0.89544 1.21726
H 3.16615 0.03907 2.11820
H 3.95356 1.39878 2.86142
C 2.29199 -3.93237 3.06488
C 1.57088 -4.89993 3.89225
N 1.04642 -5.71094 4.57196
H 3.28806 -4.35249 2.92543
H 2.30834 -2.93244 3.49843
H 1.86054 -3.95528 2.06416
C -3.34984 0.83834 1.33151
C -2.94390 0.86190 -0.10288
N -2.64404 0.89696 -1.22936
H -4.37808 1.17839 1.45468
H -2.72920 1.30968 2.09358
H -3.40519 -0.22574 1.56127
C -0.98972 -3.71189 -2.30521
C -1.35787 -3.43834 -0.93630
N -1.58901 -3.09103 0.13849
H -1.75033 -4.22898 -2.89018
H -0.05688 -4.26884 -2.39316
H -0.79356 -2.80057 -2.87012
C -1.25020 -2.89914 3.12767
C -2.07863 -1.94634 2.40118
N -2.68753 -1.17238 1.79013
H -1.82351 -3.38690 3.91603
H -0.35151 -2.50320 3.60063
H -1.03497 -3.72220 2.44624
C -1.32835 0.84017 -3.09230
C -1.38444 1.97450 -2.25463
C -0.70116 3.13334 -2.64097
C 0.10906 3.21528 -3.76436
C 0.21897 2.04558 -4.55936
C -0.56567 0.89487 -4.26510
N 0.90334 4.44150 -4.11458
O 1.01662 5.37863 -3.35860
O 1.32689 4.53952 -5.27939
H -1.87056 -0.03678 -2.77082
H -2.00591 1.77007 -1.39534
H -0.79737 3.97472 -1.97073
H 0.80670 2.04570 -5.46544
H -0.44949 -0.04673 -4.78111
C -0.39065 0.76085 -0.82541
C -1.05895 -0.44355 -0.46960
C -0.41612 -1.33319 0.45765
C 0.90475 -1.12462 0.87781
C 1.54067 0.01056 0.48123
C 0.91439 0.97667 -0.29181
N 1.60409 -2.12289 1.74532
O 0.92954 -2.83331 2.53099
O 2.85544 -2.19337 1.67492
H -0.91270 1.46825 -1.45267
H -2.08653 -0.61841 -0.75226
H -0.98126 -2.21763 0.71216
H 2.49706 0.30124 0.89017
H 1.49218 1.88249 -0.40166

The calculation puts the LUMO energy at -1.668 eV. The value obtained for the energy relative to the best compared isomer or geometry (same formula, charge and spin) is 2858.5 kJ/mol. The calculation puts the calculated total energy at -45416.0265 eV. The frontier orbital gap is 6.4 eV.

=====

This record from the Open Molecules 2025 dataset describes a molecular structure, C15H17Cl4N3O3Sr in a non-equilibrium geometry. The level of theory is ωB97M-V with the def2-TZVPD basis set.

CARTESIAN COORDINATES (ANGSTROEM)
Sr 2.30909 -0.00915 -1.22470
Cl 5.45775 -0.22175 4.92864
C 5.14571 -0.31184 3.22554
C 6.19173 -0.36019 2.32467
Cl 7.83371 -0.29511 2.87929
C 5.90951 -0.45586 0.95545
Cl 7.20710 -0.50519 -0.20037
C 4.60972 -0.53266 0.45145
O 4.35625 -0.66117 -0.83512
C 3.51284 -0.43466 1.39056
O 2.27895 -0.42974 0.94533
C 3.82889 -0.33207 2.74830
Cl 2.49665 -0.23543 3.85898
O 1.58400 2.38958 -1.37673
N 0.27156 2.63598 -1.12594
C -0.63314 2.69064 -2.17776
C -1.96524 2.87362 -1.94476
C -2.47058 2.96775 -0.62799
C -1.53427 2.78313 0.42913
C -0.20965 2.60224 0.16993
H -0.19540 2.60378 -3.16040
H -2.63336 2.93829 -2.79570
H -3.51749 3.15019 -0.43272
H -1.86291 2.76788 1.46066
H 0.53853 2.43018 0.93070
C -3.00975 -3.08016 0.23917
C -2.77332 -1.76076 -0.48998
C -3.37129 -1.84662 -1.90210
C -3.42301 -0.61613 0.28172
N -1.31895 -1.55805 -0.50395
N -0.86340 -0.34441 -1.08883
H -4.07832 -3.26253 0.36474
H -2.53445 -3.05276 1.22035
H -2.58393 -3.91635 -0.32424
H -4.43092 -2.10664 -1.85459
H -2.85556 -2.61344 -2.48732
H -3.28840 -0.89475 -2.43291
H -4.48402 -0.82494 0.43580
H -3.33622 0.33164 -0.25269
H -2.94125 -0.50376 1.25507
H -0.86434 -2.32576 -0.98071
H -0.92464 0.39084 -0.39013
H -1.42812 -0.06381 -1.88584

The calculation puts the LUMO energy (spin up / spin down) at 1.856 / 1.745 eV. The calculation puts the calculated total energy at -77370.3761 eV. As for the charge: -1. Its spin multiplicity is 2. The frontier orbital gap (spin up / spin down) is 4.1 / 5.8 eV.

=====

This record from the Open Molecules 2025 dataset describes a molecular structure, C2HO2Pr in a non-equilibrium geometry. The level of theory is ωB97M-V with the def2-TZVPD basis set.

CARTESIAN COORDINATES (ANGSTROEM)
O -2.00184 0.42585 0.91592
C -1.19134 -0.07992 0.19676
C 0.07607 0.11298 -0.34541
O 1.04325 -0.74612 -0.23037
H -0.96201 -0.05927 -1.25361
Pr 3.03587 0.34648 0.71672

The calculation puts the LUMO energy (spin up / spin down) at -5.829 / -5.853 eV. The value obtained for the energy relative to the best compared isomer or geometry (same formula, charge and spin) is 172.6 kJ/mol. The calculation puts the calculated total energy at -20241.2582 eV. As for the charge: +1. Its spin multiplicity is 4. The frontier orbital gap (spin up / spin down) is 5.8 / 5.8 eV.

=====

This record from the Open Molecules 2025 dataset describes 3 unconnected molecules or ions with the total composition C15H32ClNO6PS in a non-equilibrium geometry. The level of theory is ωB97M-V with the def2-TZVPD basis set.

CARTESIAN COORDINATES (ANGSTROEM)
C 4.65572 -3.37018 1.32297
C 3.68873 -3.25355 0.18690
O 2.74686 -4.02632 0.07115
N 3.88732 -2.27205 -0.90463
C 5.04634 -2.57848 -1.76233
S 3.65932 -0.64247 -0.69601
C 1.86408 -0.32146 -0.59499
C 1.00461 -1.45544 -0.06872
C 1.09591 -1.68817 1.43127
Cl -0.67436 -0.93998 -0.48278
P 4.41410 0.01354 1.27024
C 5.72396 1.10063 0.63763
O 3.24920 1.06399 1.71792
H 5.62671 -2.93833 1.12800
H 4.74331 -4.40805 1.59826
H 4.24162 -2.84439 2.17356
H 5.00899 -1.93790 -2.63100
H 6.00243 -2.43972 -1.27349
H 4.92857 -3.58996 -2.11744
H 1.59278 -0.13374 -1.62485
H 1.71159 0.60359 -0.05260
H 1.16509 -2.33759 -0.66709
H 1.54589 -2.63661 1.68807
H 0.11148 -1.67810 1.86657
H 1.66940 -0.89930 1.90415
H 5.31608 1.97774 0.14915
H 6.35560 0.56294 -0.05648
H 6.32676 1.43058 1.47386
H 3.44632 1.34611 2.61757
O -7.57485 -0.81308 -2.38231
C -6.70992 -0.76398 -1.56049
O -5.42457 -0.85938 -1.97033
C -4.32031 -0.62713 -1.10203
C -3.90924 -1.87927 -0.35222
C -7.00770 -0.67377 -0.08109
H -4.51990 0.20795 -0.42902
H -3.50999 -0.31150 -1.76140
H -4.69974 -2.23095 0.31017
H -3.02249 -1.68276 0.24671
H -3.68940 -2.68668 -1.05156
H -7.14419 -1.68106 0.31005
H -7.93553 -0.12295 0.04137
H -6.24169 -0.16262 0.49832
O -3.76913 2.23795 1.19966
C -2.80150 2.84841 0.84719
O -2.93707 4.13063 0.47860
C -1.82814 4.99352 0.22118
C -1.34485 4.88207 -1.20992
C -1.45382 2.16982 0.72427
H -1.02897 4.82049 0.94390
H -2.20560 5.99646 0.40699
H -0.96977 3.88179 -1.43160
H -0.54678 5.60008 -1.39866
H -2.16408 5.08287 -1.89878
H -1.39113 1.71498 -0.25936
H -1.40335 1.39028 1.47908
H -0.60073 2.83049 0.87643

The calculation puts the LUMO energy at -3.797 eV. The calculation puts the calculated total energy at -62488.1621 eV. As for the charge: +1. The frontier orbital gap is 7.5 eV.

=====

This record from the Open Molecules 2025 dataset describes a molecular structure, C11H32NO8S7 in a non-equilibrium geometry. The level of theory is ωB97M-V with the def2-TZVPD basis set.

CARTESIAN COORDINATES (ANGSTROEM)
O 0.37254 1.11736 5.87875
S 0.75708 2.03037 4.85568
O 2.07451 2.54614 4.90174
N 0.43801 1.58632 3.37448
S -0.77187 0.51287 3.24384
O -0.47689 -0.75846 3.81356
O -1.06061 0.43018 1.84724
C -2.19360 1.26229 3.99099
C -3.34092 0.31261 4.11378
C -4.58911 0.95978 4.68352
S -5.20296 2.42370 3.79892
H -0.03234 3.11373 5.03575
H -1.93580 1.62197 4.97866
H -2.41542 2.13065 3.39334
H -3.06537 -0.45548 4.82741
H -3.55445 -0.20427 3.18765
H -4.38843 1.23863 5.70750
H -5.41310 0.26661 4.63444
H -4.30258 3.31931 4.18664
C -0.43997 -0.69998 -1.16299
S 0.10483 0.49016 -2.38122
O -1.11566 1.15011 -2.94626
C 0.64341 -0.70125 -3.60951
H -0.85600 -0.16509 -0.30817
H -1.20276 -1.34409 -1.60307
H 0.41416 -1.28849 -0.83240
H -0.19672 -1.33936 -3.88723
H 1.46089 -1.30070 -3.20971
H 0.98759 -0.14581 -4.48038
C 3.58953 2.14692 1.48548
S 2.52842 1.91573 0.05950
O 2.55935 0.46272 -0.26379
C 3.61585 2.73016 -1.12155
H 3.10360 1.67050 2.33593
H 4.55941 1.68499 1.29549
H 3.70178 3.21285 1.68253
H 4.58603 2.23201 -1.13305
H 3.72691 3.77847 -0.84390
H 3.15188 2.65751 -2.10320
C -1.40414 1.42875 -7.07421
S -0.57246 -0.15779 -6.99598
O 0.88631 0.11872 -6.94865
C -0.94467 -0.66383 -8.68143
H -1.25059 1.92356 -6.11686
H -0.97527 2.02603 -7.87928
H -2.47003 1.27007 -7.23680
H -0.54484 0.07017 -9.38127
H -2.02408 -0.75826 -8.79983
H -0.47235 -1.62892 -8.84996
C 1.00437 -5.59961 2.60077
S 0.51819 -4.23556 1.53254
O 0.67962 -4.70865 0.12935
C 1.91687 -3.18008 1.91036
H 0.26765 -6.39179 2.48579
H 1.98848 -5.96462 2.30497
H 1.01746 -5.25703 3.63522
H 2.84180 -3.70161 1.66065
H 1.89095 -2.91556 2.96710
H 1.82549 -2.27566 1.31118

The calculation puts the LUMO energy at 2.016 eV. The calculation puts the calculated total energy at -105640.9940 eV. As for the charge: -1. The frontier orbital gap is 7.9 eV.

=====

This record from the Open Molecules 2025 dataset describes 12 unconnected molecules or ions with the total composition H24O12 in a non-equilibrium geometry. The level of theory is ωB97M-V with the def2-TZVPD basis set.

CARTESIAN COORDINATES (ANGSTROEM)
O 2.10609 -1.27383 -2.02974
H 2.58264 -0.70299 -2.64362
H 2.45108 -2.16132 -2.21253
O 0.18579 -3.40530 -1.28753
H 0.04434 -3.50222 -0.34157
H 0.76076 -2.63379 -1.33683
O 0.33610 0.79002 -0.20145
H 0.81127 0.16061 -0.76092
H -0.27936 1.28221 -0.77490
O -2.11063 -1.66214 -0.21487
H -1.63779 -1.00606 0.31918
H -1.66739 -2.49688 -0.03564
O -1.44064 0.41003 2.03497
H -2.09428 0.07506 2.65926
H -1.96573 0.79326 1.30637
O 0.67381 -0.90814 2.55359
H 0.16992 -0.10807 2.31145
H 0.49222 -1.04925 3.48776
O 1.40392 2.81039 1.55907
H 1.52694 3.72618 1.29135
H 0.80431 2.41954 0.90384
O -2.44316 -0.31694 -2.84389
H -2.53821 -0.78840 -2.00033
H -1.73844 0.31919 -2.68175
O -3.01618 1.82672 0.02493
H -3.14995 1.73345 -0.92843
H -3.72197 2.40952 0.32645
O 3.76800 0.39797 2.23920
H 3.48392 0.64625 3.12288
H 3.01862 0.63505 1.68359
O 2.22134 -2.36331 0.70022
H 1.53021 -2.00149 1.29274
H 2.34044 -1.65409 0.05735
O -1.04201 2.27519 -2.24198
H -1.51467 3.09648 -2.42159
H -0.35131 2.22710 -2.91664

The calculation puts the LUMO energy at -0.394 eV. The value obtained for the energy relative to the best compared isomer or geometry (same formula, charge and spin) is 143.4 kJ/mol. The calculation puts the calculated total energy at -24960.2077 eV. Its SMILES is O.O.O.O.O.O.O.O.O.O.O.O. The frontier orbital gap is 9.9 eV.

=====

This record from the Open Molecules 2025 dataset describes C5H7NO2 in the gas phase in a non-equilibrium geometry. The level of theory is ωB97M-V with the def2-TZVPD basis set.

CARTESIAN COORDINATES (ANGSTROEM)
C 2.57913 0.04224 0.34809
C 1.78908 -0.66040 -0.45207
O 0.43423 -0.82299 -0.65339
C -0.11649 0.03170 0.36555
C -0.25672 1.61414 -0.05471
N -0.08586 2.70033 -0.37162
O -1.36289 -0.45567 0.65721
C -2.63129 -0.40273 -0.24175
H 1.99531 0.68999 0.99746
H 3.80123 -0.07509 0.47671
H 1.99406 -1.46584 -1.07162
H 0.47687 0.15489 1.22522
H -2.86112 0.72128 -0.60819
H -3.42779 -0.96712 0.35006
H -2.32775 -1.10473 -0.96696

The calculation puts the LUMO energy at 0.791 eV. The value obtained for the energy relative to the best compared isomer or geometry (same formula, charge and spin) is 466.1 kJ/mol. The calculation puts the calculated total energy at -10878.7861 eV. Its SMILES is C=CO[C@@H](C#N)OC. The frontier orbital gap is 10.7 eV.

=====

This record from the Open Molecules 2025 dataset describes a molecular structure, C5H8O2. The level of theory is ωB97M-V with the def2-TZVPD basis set.

CARTESIAN COORDINATES (ANGSTROEM)
O -1.67179 1.43532 0.26799
C -0.42078 0.88524 0.62598
C -0.60736 -0.62678 0.89921
C 0.12736 -1.14176 -0.35139
C 1.46018 -0.36484 -0.37699
C 0.45170 0.75501 -0.63617
O -0.35755 -0.21543 -1.37531
H -1.88746 0.97554 -0.56385
H -0.01311 1.48682 1.44355
H -0.24569 -1.04339 1.84549
H -1.69598 -0.69379 0.83539
H 0.05709 -2.19447 -0.63225
H 2.11491 -0.34099 0.49921
H 2.02295 -0.58366 -1.28884
H 0.66554 1.66715 -1.19201

The calculation puts the LUMO energy at 1.027 eV. The value obtained for the energy relative to the best compared isomer or geometry (same formula, charge and spin) is 173.8 kJ/mol. The calculation puts the calculated total energy at -9408.0307 eV. The frontier orbital gap is 10.8 eV.

=====

Number 1: molecular weight 492.540 g mol⁻¹. Number 2: molecular weight 516.751 g mol⁻¹. Number 3: molecular weight 197.936 g mol⁻¹. Number 4: molecular weight 420.916 g mol⁻¹. Number 5: molecular weight 530.845 g mol⁻¹. Number 6: molecular weight 216.180 g mol⁻¹. Number 7: molecular weight 113.116 g mol⁻¹. Number 8: molecular weight 100.117 g mol⁻¹.